1.
The following is a DFT calculation (ωB97M-V/def2-TZVPD) of a structure of composition C16H38EuFIN2O3SSi2 in a non-equilibrium geometry.

Values from the calculation:
HOMO energy (alpha / beta)   -0.425 / -0.425 Ha
Total charge   +2
M   692.60 g mol⁻¹
<S²>   15.7588
2S+1   8

Last column: natural (NBO) charge in e.
Geometry (Å):
C  -0.390  2.535  2.000  -0.603
C  0.281  2.202  0.603  -0.428
C  -0.713  2.426  -0.576  -0.377
C  -0.431  1.624  -1.888  -0.733
C  -1.512  2.099  -2.953  -0.606
Si  -0.417  -0.272  -1.744  1.985
S  -1.753  -1.012  -3.241  -0.481
O  1.139  -0.747  -2.320  -0.884
C  2.170  -0.294  -1.444  -0.096
C  3.507  -0.312  -2.276  -0.243
N  4.528  -1.178  -1.682  -0.620
C  5.010  -0.698  -0.374  -0.255
C  5.558  0.776  -0.355  0.077
C  4.530  1.684  0.415  -0.634
O  6.830  0.909  0.262  -0.722
O  -0.505  -0.915  -0.178  -1.267
Si  -1.964  -1.301  0.579  1.714
I  -3.244  -3.194  -0.444  -0.188
C  -1.409  -2.050  2.262  -0.923
C  -0.721  -3.447  2.032  -0.415
C  -1.536  -4.670  2.569  -0.235
N  -2.982  -4.402  2.794  -0.862
C  -3.091  0.162  1.081  -0.985
C  -4.263  0.511  0.133  0.214
C  -4.523  2.101  0.000  -0.689
F  -4.203  -0.004  -1.150  -0.355
H  0.306  3.028  2.694  0.244
H  -0.804  1.587  2.403  0.192
H  -1.213  3.252  1.770  0.183
H  1.080  2.968  0.488  0.224
H  0.797  1.227  0.613  0.224
H  -1.787  2.283  -0.312  0.139
H  -0.629  3.505  -0.847  0.218
H  0.536  1.992  -2.296  0.266
H  -1.209  1.826  -3.977  0.249
H  -2.513  1.717  -2.664  0.162
H  -1.559  3.208  -2.868  0.211
H  -1.538  -2.373  -3.271  0.210
H  2.045  0.753  -1.093  0.159
H  2.274  -0.924  -0.536  0.190
H  3.267  -0.742  -3.272  0.225
H  3.862  0.727  -2.494  0.159
H  5.307  -1.300  -2.319  0.365
H  4.191  -0.867  0.351  0.181
H  5.841  -1.367  -0.064  0.224
H  5.656  1.182  -1.387  0.161
H  5.095  2.474  0.943  0.239
H  3.771  2.077  -0.286  0.197
H  4.008  1.090  1.196  0.198
H  7.525  0.771  -0.380  0.477
H  -0.640  -1.341  2.660  0.242
H  -2.231  -2.056  3.001  0.253
H  0.241  -3.424  2.584  0.228
H  -0.484  -3.519  0.949  0.205
H  -1.079  -5.122  3.471  0.201
H  -1.473  -5.459  1.785  0.198
H  -3.144  -4.575  3.785  0.362
H  -3.515  -5.144  2.349  0.365
H  -3.556  -0.136  2.048  0.286
H  -2.448  1.032  1.343  0.280
H  -5.209  0.099  0.589  0.136
H  -4.286  2.417  -1.061  0.255
H  -5.601  2.329  0.323  0.055
H  -3.863  2.602  0.733  0.327
Eu  -6.916  1.668  -1.060  1.922

***

2.
The following is a DFT calculation (ωB97M-V/def2-TZVPD) of a structure of composition C29H42AlF3O19S in a non-equilibrium geometry.

Values from the calculation:
HOMO energy   -0.334 Ha
M   810.68 g mol⁻¹

Last column: Löwdin charge in e.
Geometry (Å):
Al  -1.896  -2.319  -3.546  1.085
C  2.817  -2.468  -2.100  0.032
C  1.549  -2.577  -2.860  -0.682
O  0.715  -3.488  -2.649  0.047
O  1.239  -1.806  -3.784  0.075
H  3.640  -3.030  -2.535  0.106
H  2.650  -2.773  -1.064  0.077
H  3.161  -1.432  -2.030  0.057
C  2.875  -1.099  4.124  0.053
C  1.767  -1.715  4.879  -0.612
O  1.159  -1.296  5.879  0.246
O  1.290  -2.862  4.648  0.229
H  3.140  -0.173  4.636  0.109
H  2.472  -0.862  3.138  0.076
H  3.709  -1.781  4.003  0.107
C  0.153  -1.317  1.135  -0.637
F  1.200  -1.874  0.512  0.112
F  -0.557  -2.291  1.681  0.151
F  0.612  -0.554  2.151  0.095
S  -0.872  -0.312  -0.020  0.461
O  -2.145  0.021  0.588  -0.297
O  -0.039  0.854  -0.245  -0.293
O  -1.088  -1.152  -1.182  -0.396
O  -3.609  2.385  5.033  0.145
C  -2.531  2.254  4.576  -0.481
O  -1.478  1.984  5.404  0.016
C  -0.322  1.562  4.655  -0.167
C  -0.523  2.239  3.327  -0.157
C  -2.060  2.215  3.146  -0.045
H  -0.399  0.469  4.575  0.111
H  0.600  1.815  5.168  0.120
H  -0.068  1.878  2.400  0.095
H  -0.140  3.262  3.408  0.122
H  -2.307  1.273  2.656  0.109
H  -2.292  3.066  2.514  0.105
O  -4.266  -1.144  -2.395  0.001
C  -5.038  -0.609  -1.659  -0.487
O  -5.659  0.532  -1.997  0.039
C  -6.519  0.963  -0.940  -0.146
C  -6.015  0.220  0.312  -0.136
C  -5.573  -1.073  -0.313  -0.074
H  -7.548  0.638  -1.125  0.126
H  -6.505  2.042  -0.838  0.125
H  -6.785  0.114  1.070  0.120
H  -5.162  0.754  0.714  0.116
H  -6.358  -1.753  -0.676  0.143
H  -4.800  -1.602  0.234  0.125
O  -0.787  0.241  -4.015  0.025
C  0.020  1.106  -4.134  -0.493
O  -0.142  2.063  -5.073  0.027
C  1.036  2.868  -5.179  -0.139
C  2.175  2.074  -4.492  -0.112
C  1.357  1.310  -3.452  -0.074
H  0.947  3.799  -4.606  0.121
H  1.119  3.146  -6.226  0.126
H  2.761  2.857  -4.013  0.112
H  2.806  1.444  -5.110  0.117
H  1.194  1.961  -2.591  0.112
H  1.751  0.341  -3.164  0.097
O  1.758  -8.147  0.758  0.136
C  1.600  -6.976  0.854  -0.499
O  0.923  -6.262  -0.066  0.044
C  0.620  -4.949  0.395  -0.148
C  1.122  -4.875  1.859  -0.152
C  2.029  -6.077  2.007  -0.066
H  -0.465  -4.882  0.319  0.130
H  0.986  -4.099  -0.181  0.080
H  0.280  -4.734  2.529  0.114
H  1.753  -3.986  1.962  0.089
H  1.850  -6.642  2.919  0.127
H  3.099  -5.937  1.860  0.130
O  -3.246  4.303  0.765  0.100
C  -2.529  4.145  -0.186  -0.487
O  -1.456  4.918  -0.426  0.033
C  -0.700  4.429  -1.556  -0.118
C  -1.568  3.336  -2.243  -0.122
C  -2.668  3.054  -1.238  -0.051
H  0.244  4.043  -1.183  0.120
H  -0.603  5.271  -2.236  0.119
H  -0.899  2.494  -2.397  0.070
H  -1.933  3.730  -3.186  0.119
H  -2.662  2.096  -0.731  0.103
H  -3.658  3.321  -1.609  0.130
O  4.483  3.532  -0.476  0.150
C  4.253  2.382  -0.367  -0.486
O  3.168  1.783  -0.939  0.014
C  3.016  0.495  -0.326  -0.196
C  4.453  0.038  -0.180  -0.142
C  5.054  1.319  0.407  -0.065
H  2.506  -0.138  -1.055  0.076
H  2.338  0.534  0.522  0.108
H  4.878  -0.062  -1.179  0.124
H  4.594  -0.868  0.405  0.117
H  6.109  1.471  0.194  0.123
H  4.842  1.555  1.452  0.128

***

3.
The following is a DFT calculation (ωB97M-V/def2-TZVPD) of a structure of composition C48H31Cl3N5O2Sn.

Values from the calculation:
HOMO energy   -0.365 Ha
Total charge   +1
M   934.88 g mol⁻¹

Last column: Löwdin charge in e.
Geometry (Å):
Sn  0.167  -0.100  0.076  1.404
C  2.270  -2.890  -6.770  -0.073
C  3.146  -2.502  -5.767  -0.065
C  2.658  -1.959  -4.589  -0.031
C  1.286  -1.810  -4.399  -0.223
C  0.410  -2.204  -5.407  -0.034
C  0.903  -2.737  -6.588  -0.066
C  0.774  -1.238  -3.122  -0.052
C  0.108  -2.103  -2.252  -0.199
C  -0.135  -3.495  -2.485  0.044
C  -0.817  -3.975  -1.413  0.051
C  -0.992  -2.895  -0.493  -0.211
N  -0.436  -1.766  -1.036  0.014
C  -1.601  -2.996  0.756  -0.064
C  -1.682  -1.973  1.698  -0.208
C  -2.260  -2.104  3.000  0.049
C  -2.023  -0.951  3.676  0.045
C  -1.310  -0.075  2.795  -0.195
C  -0.832  1.196  3.117  -0.056
C  -0.942  1.638  4.538  -0.222
C  0.222  1.655  5.307  -0.026
C  0.174  2.035  6.638  -0.065
C  -1.033  2.410  7.211  -0.074
C  -2.191  2.400  6.448  -0.068
C  -2.149  2.014  5.116  -0.036
C  -0.211  2.074  2.227  -0.208
N  0.083  1.820  0.909  0.006
C  0.622  2.960  0.364  -0.212
C  1.059  3.118  -0.950  -0.059
C  1.582  4.461  -1.339  -0.227
C  0.804  5.324  -2.105  -0.029
C  1.285  6.579  -2.449  -0.066
C  2.549  6.978  -2.041  -0.074
C  3.335  6.115  -1.290  -0.065
C  2.854  4.863  -0.939  -0.030
C  1.097  2.110  -1.912  -0.203
C  1.652  2.246  -3.225  0.043
C  1.604  1.026  -3.818  0.040
C  1.010  0.117  -2.884  -0.202
N  0.686  0.811  -1.745  0.008
C  0.649  3.971  1.376  0.036
C  0.145  3.429  2.515  0.038
N  -1.152  -0.713  1.588  0.008
C  -2.110  -4.338  1.160  -0.230
C  -1.270  -5.174  1.893  -0.019
C  -1.705  -6.434  2.274  -0.064
C  -2.977  -6.868  1.928  -0.076
C  -3.815  -6.036  1.199  -0.070
C  -3.382  -4.776  0.811  -0.028
H  2.649  -3.314  -7.691  0.108
H  4.213  -2.621  -5.902  0.109
H  3.338  -1.654  -3.802  0.125
H  -0.657  -2.080  -5.265  0.125
H  0.214  -3.030  -7.370  0.109
H  0.187  -4.032  -3.361  0.124
H  -1.160  -4.982  -1.244  0.129
H  -2.782  -2.979  3.351  0.129
H  -2.313  -0.719  4.687  0.123
H  1.161  1.358  4.855  0.125
H  1.079  2.039  7.232  0.109
H  -1.073  2.711  8.249  0.108
H  -3.133  2.694  6.892  0.109
H  -3.052  2.015  4.517  0.124
H  -0.179  5.008  -2.429  0.113
H  0.672  7.248  -3.039  0.109
H  2.920  7.958  -2.307  0.108
H  4.326  6.419  -0.980  0.109
H  3.467  4.184  -0.357  0.126
H  2.048  3.161  -3.635  0.127
H  1.935  0.751  -4.805  0.126
H  0.999  4.979  1.222  0.126
H  0.017  3.908  3.472  0.128
H  -0.275  -4.829  2.148  0.124
H  -1.048  -7.081  2.841  0.108
H  -3.315  -7.852  2.224  0.107
H  -4.809  -6.370  0.930  0.107
H  -4.035  -4.130  0.236  0.123
C  3.687  -2.288  1.059  0.021
C  2.268  -1.785  1.002  -0.636
O  1.302  -2.433  1.374  0.046
O  2.146  -0.572  0.500  -0.124
H  3.824  -2.922  1.931  0.090
H  4.385  -1.455  1.076  0.085
H  3.872  -2.882  0.163  0.094
Cl  -3.218  4.343  -0.184  0.630
C  -3.713  3.045  -1.290  -1.605
Cl  -3.481  3.544  -2.975  0.636
Cl  -5.407  2.618  -1.004  0.647
C  -2.885  1.877  -1.029  -0.352
N  -2.282  0.912  -0.889  0.213

***

> Among the records above, which one has the lowest M?

C16H38EuFIN2O3SSi2